{
  "formula": "C4H11N2S",
  "method": "ωB97M-V/def2-TZVPD",
  "species": ["C", "C", "N", "N", "H", "H", "H", "H", "H", "H", "C", "C", "S", "H", "H", "H", "H", "H"],
  "coordinates": [[-1.444, 1.051, 1.271], [-1.195, 0.153, 2.211], [-0.540, 0.431, 3.442], [-1.941, 0.734, -0.013], [-1.167, 2.093, 1.461], [-1.421, -0.893, 1.994], [0.461, 0.385, 3.335], [-0.843, -0.109, 4.229], [-1.161, 0.744, -0.692], [-2.606, 1.440, -0.295], [1.677, -1.475, -1.826], [1.296, -0.166, -2.521], [1.145, 1.234, -1.367], [0.956, -1.690, -1.032], [2.645, -1.346, -1.341], [1.691, -2.338, -2.502], [0.375, -0.303, -3.094], [2.072, 0.055, -3.263]],
  "spin_multiplicity": 1,
  "de_lowest_kj_mol": 111.5,
  "homo_lumo_gap_ha": 0.23431,
  "e_lumo_ev": 3.83,
  "total_charge": -1
}